67
Properties=species:S:1:pos:R:3 method="wB97M-V/def2-TZVPD" total_charge=+1 multiplicity=1 orbital_gap_ev=7.74 homo_ev=-10.16 e_tot_ev=-69405.466 mol_weight_da=616.41 relative_energy_ev=0.0000
Sr -0.3830 0.1189 0.1870
C -2.5108 3.5894 0.6052
C -1.6274 3.6042 1.8835
S -0.4514 2.2669 2.2712
C -1.3444 1.1691 3.4536
C -1.4493 -0.3040 3.0571
S -2.6829 -0.8341 1.7826
C -3.3386 0.7571 1.1774
C -3.2864 1.0400 -0.3348
S -2.1662 2.4299 -0.7485
H -3.5625 3.4740 0.8643
H -2.4254 4.5714 0.1417
H -0.9794 4.4786 1.8466
H -2.2630 3.7414 2.7592
H -0.7648 1.2047 4.3754
H -2.3172 1.6069 3.6764
H -0.4610 -0.6817 2.7712
H -1.7418 -0.8612 3.9470
H -4.3507 0.8992 1.5522
H -2.7264 1.4999 1.6677
H -2.9391 0.1937 -0.9535
H -4.2870 1.2695 -0.6992
N -2.3065 -1.5866 -2.2140
C -2.1604 -2.6826 -1.3354
C -3.2127 -3.4381 -0.8909
C -3.0006 -4.5041 0.0066
C -1.7436 -4.8297 0.4338
C -0.6372 -4.0690 -0.0086
C 0.7059 -4.3504 0.3453
C 1.7122 -3.5607 -0.1209
C 1.3871 -2.4389 -0.9136
N 0.1590 -2.1415 -1.2703
C -0.8508 -2.9695 -0.8613
H -3.1544 -1.6396 -2.7627
H -1.5049 -1.4991 -2.8270
H -4.2138 -3.2278 -1.2488
H -3.8505 -5.0853 0.3383
H -1.5808 -5.6703 1.0955
H 0.9159 -5.1972 0.9877
H 2.7436 -3.7491 0.1407
H 2.1589 -1.7429 -1.2202
C 3.4206 -1.1562 3.1638
C 4.4792 -0.5139 2.5491
C 4.2390 0.2269 1.4044
C 2.9503 0.3323 0.8718
C 1.8406 -0.3195 1.4602
C 2.1440 -1.0479 2.6167
C 2.7872 1.1045 -0.3976
C 3.7895 2.0169 -0.8480
C 3.6360 2.6894 -2.0174
C 2.4872 2.4698 -2.8149
C 2.2608 3.1096 -4.0537
C 1.1328 2.8411 -4.7766
C 0.1899 1.9108 -4.2915
C 0.3887 1.2823 -3.0941
C 1.5386 1.5579 -2.3191
N 1.6904 0.9222 -1.1179
H 3.5863 -1.7429 4.0599
H 5.4837 -0.5914 2.9437
H 5.0860 0.6945 0.9202
H 1.3561 -1.5983 3.1319
H 4.6575 2.1994 -0.2356
H 4.3871 3.3964 -2.3490
H 2.9990 3.8119 -4.4210
H 0.9633 3.3299 -5.7261
H -0.6900 1.6889 -4.8814
H -0.3114 0.5337 -2.7354